Below is a 12-piece molecular cluster, C6H34O13 overall, with properties calculated with ωB97M-V/def2-TZVPD.

Geometry as XYZ:
```
53
Properties=species:S:1:pos:R:3:mulliken_charge:R:1
C -0.012 -0.878 0.555 0.5346
C -1.342 -1.595 0.737 0.5926
C -1.376 -2.772 1.779 -1.3862
C -1.621 -2.052 -0.696 -0.8786
C -2.458 -0.960 -1.668 -0.5121
C -2.205 0.451 -1.346 0.5155
O -2.774 0.964 -0.401 -0.6559
O -1.406 1.050 -2.229 -0.4667
H 0.871 -1.588 0.553 -0.5883
H 0.087 -0.251 -0.344 -0.4361
H 0.118 -0.095 1.397 0.2782
H -2.216 -1.042 0.977 0.2422
H -2.311 -2.808 2.407 0.3406
H -0.634 -2.595 2.563 0.3763
H -1.105 -3.777 1.400 0.2830
H -0.728 -2.235 -1.286 0.2231
H -2.245 -2.962 -0.646 0.4489
H -2.147 -1.492 -2.626 0.2950
H -3.614 -1.006 -1.634 0.2962
H -1.225 1.930 -1.849 0.3790
O -2.191 2.758 2.560 -0.6520
H -2.190 3.006 3.535 0.2788
H -1.264 2.816 2.340 0.4288
O 1.503 1.817 -0.302 -0.5189
H 2.284 1.342 -0.128 0.2836
H 1.640 2.674 -0.725 0.2972
O -3.220 3.532 0.280 -0.7864
H -3.366 2.598 -0.098 0.4642
H -3.136 3.522 1.188 0.3335
O -1.010 3.809 -1.231 -0.5589
H -1.884 3.718 -0.914 0.3885
H -1.012 4.654 -1.615 0.2197
O 2.184 -1.882 2.811 -0.6323
H 2.257 -2.359 1.922 0.4260
H 2.970 -2.162 3.236 0.2887
O 1.299 -1.616 -2.312 -0.7149
H 1.037 -0.784 -2.808 0.3668
H 2.087 -1.812 -2.930 0.3369
O 3.403 0.429 0.874 -0.7956
H 2.555 -0.002 1.285 0.3928
H 4.015 0.577 1.682 0.3061
O 3.308 -1.871 -0.687 -0.7670
H 3.455 -0.992 -0.300 0.4270
H 2.503 -1.902 -1.166 0.4394
O 0.145 3.397 1.393 -0.7786
H 0.673 2.733 1.116 0.3886
H -0.205 3.762 0.600 0.3467
O 2.982 -3.681 1.077 -0.7468
H 2.292 -4.121 0.650 0.2677
H 3.511 -3.119 0.375 0.4264
O 0.935 0.902 -3.267 -0.7728
H 0.747 0.980 -2.372 0.3327
H 0.036 0.991 -3.711 0.4033
```

## Properties
Kohn-Sham gap in eV: 10.6
HOMO level in eV: -10.46
LUMO in eV: 0.2
Energy relative to the best compared isomer or geometry (same formula, charge and spin) in eV: 0.365
SMILES: CC(C)CCC(=O)O.O.O.O.O.O.O.O.O.O.O.O